No. 1
Here is a structure of composition C63H64FGeN6S5Sr from OMol25. Energies are from ωB97M-V with the def2-TZVPD basis set.

Atoms and positions in Å:
Sr1 0.26671 0.85952 -0.33879
C1 -0.74528 -3.87739 -1.12796
C2 -0.24912 -4.91433 -2.13160
C3 1.07830 -5.53057 -1.68018
C4 -0.11219 -4.39278 -3.55000
C5 -0.59486 -5.20911 -4.56122
C6 -0.48792 -4.85761 -5.89282
C7 0.06288 -3.62974 -6.20837
C8 0.54567 -2.76983 -5.23739
C9 0.99293 -1.39685 -5.69962
C10 0.03162 -0.33344 -5.16381
C11 2.42937 -1.01212 -5.35047
C12 0.51844 -3.16738 -3.87754
N1 0.99781 -2.33810 -2.89693
C13 2.25577 -2.33426 -2.52308
C14 3.28140 -3.18439 -3.04965
C15 4.57709 -3.11935 -2.61095
C16 4.96925 -2.22817 -1.61413
C17 4.01118 -1.38188 -1.06774
C18 2.71953 -1.45039 -1.51440
F1 1.78313 -0.59542 -0.92601
H1 -0.71752 -4.28930 -0.12170
H2 -1.76988 -3.59122 -1.35682
H3 -0.12843 -2.98197 -1.15769
H4 -0.99050 -5.72810 -2.16058
H5 1.86799 -4.78684 -1.72451
H6 1.35936 -6.36299 -2.32590
H7 0.99230 -5.89994 -0.65876
H8 -1.05094 -6.15756 -4.29673
H9 -0.84718 -5.52163 -6.67063
H10 0.12297 -3.32714 -7.24708
H11 0.91612 -1.40369 -6.79651
H12 0.13851 -0.25448 -4.08325
H13 -0.99577 -0.60077 -5.40074
H14 0.25566 0.63889 -5.60228
H15 2.51879 -0.81046 -4.29042
H16 2.70705 -0.10961 -5.89375
H17 3.12200 -1.80805 -5.61850
H18 3.00544 -3.88682 -3.82744
H19 5.31482 -3.77891 -3.05446
H20 5.99095 -2.20383 -1.26528
H21 4.26193 -0.67709 -0.28523
S1 -1.45810 -2.91307 2.40011
S2 -3.33995 -2.79931 1.90405
S3 -3.98170 -0.70819 1.97251
S4 -2.45740 0.43992 2.40540
N2 0.71631 -0.30868 2.76664
C19 1.90499 -0.72495 3.27892
C20 2.48960 -0.17339 4.40577
C21 3.76758 -0.55364 4.81204
C22 4.48684 -1.49646 4.12478
C23 3.91643 -2.12718 3.00282
C24 4.55868 -3.13927 2.25628
C25 3.90584 -3.71453 1.20055
C26 2.60741 -3.27270 0.88935
N3 1.99681 -2.32521 1.53934
C27 2.61633 -1.74617 2.57868
H22 0.23377 -1.01344 2.21822
H23 0.10577 0.21273 3.37766
H24 1.93865 0.56211 4.97485
H25 4.19080 -0.09064 5.69456
H26 5.48376 -1.77228 4.43905
H27 5.55933 -3.45386 2.53037
H28 4.36109 -4.49150 0.60489
H29 2.04787 -3.71796 0.08372
C28 -3.96882 3.94978 -2.50819
N4 -2.56285 4.09096 -2.81846
C29 -1.91513 4.95191 -1.85093
C30 -1.91439 2.78586 -2.86312
C31 -0.47419 2.83123 -3.31144
C32 -0.16498 3.61776 -4.41676
C33 1.13041 3.68560 -4.89240
C34 2.11093 2.93669 -4.26509
C35 1.78487 2.14242 -3.17708
C36 0.49092 2.05902 -2.64747
H30 -4.43986 4.93462 -2.51756
H31 -4.14434 3.48937 -1.51989
H32 -4.44806 3.32731 -3.26503
H33 -2.42104 5.91887 -1.83203
H34 -0.87588 5.09934 -2.13813
H35 -1.93004 4.52631 -0.83207
H36 -2.47824 2.16646 -3.57211
H37 -1.95283 2.29302 -1.87267
H38 -0.95523 4.18358 -4.89361
H39 1.37492 4.30685 -5.74633
H40 3.13142 2.97259 -4.62660
H41 2.58189 1.56169 -2.71888
S5 -6.13791 -0.97157 -4.02681
C37 -4.65325 -0.76345 -3.04061
C38 -3.46493 -1.37238 -3.40448
C39 -2.34870 -1.14689 -2.61112
N5 -2.37474 -0.38554 -1.52894
C40 -3.52038 0.18315 -1.18634
C41 -4.69374 0.03042 -1.90601
C42 -7.10533 -1.81494 -2.78265
C43 -8.08521 -1.15101 -2.05509
C44 -8.82946 -1.88867 -1.15100
N6 -8.67286 -3.18881 -0.94993
C45 -7.71722 -3.80332 -1.63412
C46 -6.90331 -3.17113 -2.55592
H42 -3.40524 -1.99891 -4.28127
H43 -1.39288 -1.58809 -2.85172
H44 -3.50765 0.79718 -0.29682
H45 -5.60421 0.52120 -1.59500
H46 -8.25960 -0.09563 -2.19664
H47 -9.60103 -1.41753 -0.55548
H48 -7.60890 -4.86179 -1.43513
H49 -6.13772 -3.70926 -3.09206
C47 2.69054 3.00349 2.47922
Ge1 0.93213 3.01702 1.47135
C48 -0.36119 3.35267 2.96691
C49 -0.10376 2.92051 4.26055
C50 -1.04851 3.02111 5.26536
C51 -2.28942 3.56919 4.98983
C52 -2.57230 4.00475 3.70653
C53 -1.62023 3.88650 2.71170
C54 1.22970 4.86357 0.65554
C55 1.54120 4.85925 -0.68317
C56 1.88914 6.02141 -1.38647
C57 1.93770 7.22618 -0.74331
C58 1.63892 7.30006 0.63174
C59 1.69819 8.52489 1.32862
C60 1.41883 8.58867 2.66362
C61 1.06163 7.42372 3.35646
C62 0.99580 6.22447 2.70539
C63 1.27912 6.11110 1.33096
H50 2.75454 3.81870 3.19758
H51 3.50477 3.12530 1.76558
H52 2.85800 2.06455 3.00137
H53 0.86781 2.50094 4.48549
H54 -0.82109 2.66978 6.26585
H55 -3.03533 3.64201 5.77199
H56 -3.54483 4.42935 3.48321
H57 -1.85146 4.22169 1.70609
H58 1.51726 3.92149 -1.22599
H59 2.11866 5.94761 -2.44282
H60 2.20988 8.13228 -1.27348
H61 1.97387 9.41884 0.78071
H62 1.46988 9.53195 3.19136
H63 0.83804 7.48275 4.41312
H64 0.71109 5.33308 3.24038

The charge is -2. Its multiplicity is 2. The value obtained for the gap between HOMO and LUMO (spin up / spin down) is 5.79 / 5.59 eV. Its total energy is -6966.16414 a.u. The energy above the lowest of the compared OMol25 structures with the same formula, charge and spin comes out at 1.454 eV.

Atom charges from the Mulliken analysis, given in e for atoms 1 to 4: 1.99, -0.97, 0.78, -1.36


No. 2
Here is a cluster of 2 separate species, C3H4NO2 in total from OMol25. Energies are from ωB97M-V with the def2-TZVPD basis set.

Atoms and positions in Å:
C1 4.82499 0.01851 -0.18069
C2 2.43427 0.03435 0.26577
C3 -2.37019 -0.18027 0.19443
N1 3.61481 -0.23581 0.21921
O1 1.27808 0.13295 0.28799
O2 -1.13939 -0.03552 0.02258
H1 5.37424 -0.84362 0.23767
H2 -0.48480 0.53435 0.62548
H3 -2.97325 0.42999 0.79493
H4 -3.12174 -0.93237 -0.23260

The charge is +1. The value obtained for the gap between HOMO and LUMO is 4.93 eV. Its total energy is -321.46341 a.u. The energy above the lowest of the compared OMol25 structures with the same formula, charge and spin comes out at 5.523 eV.

Atom charges from the Mulliken analysis, given in e for atoms 1 to 4: -0.29, 0.51, 0.19, -0.08


No. 3
Here is a cluster of 2 separate species, C3H5ClN2S in total from OMol25. Energies are from ωB97M-V with the def2-TZVPD basis set.

Atoms and positions in Å:
C1 -1.53698 0.28765 0.56399
C2 -0.31918 -0.28943 0.64433
C3 0.25951 -1.49832 -0.04609
N1 0.28421 0.98586 -1.40268
N2 1.18441 1.66489 -1.19822
S1 2.33497 2.56297 -0.78145
Cl1 0.69215 0.25924 1.92670
H1 -2.35204 -0.14226 -0.06023
H2 -1.72052 1.19960 1.05905
H3 -0.34114 -2.34043 0.25586
H4 1.38155 -1.52929 0.12307
H5 0.13305 -1.16048 -1.08435

The charge is 0. The value obtained for the gap between HOMO and LUMO is 9.26 eV. Its total energy is -1085.12058 a.u. The energy above the lowest of the compared OMol25 structures with the same formula, charge and spin comes out at 1.592 eV.

Atom charges from the Mulliken analysis, given in e for atoms 1 to 4: -0.71, 0.41, -1.04, -0.21


No. 4
Here is a structure of composition C2H7N3 from OMol25. Energies are from ωB97M-V with the def2-TZVPD basis set.

Atoms and positions in Å:
C1 -0.69729 1.74577 -0.14120
C2 0.24165 -0.63810 -0.20717
H1 -0.27945 1.79739 -1.41585
H2 -0.32917 2.64376 0.60216
H3 -1.98930 1.63284 -0.15325
H4 0.34189 0.71359 1.47087
H5 1.42584 -2.45909 0.22073
H6 0.06834 -1.94594 1.69548
H7 0.35530 -1.63317 -1.76359
N1 0.11194 0.55887 0.48180
N2 0.49535 -1.78229 0.69309
N3 0.25489 -0.63363 -1.48306

The charge is 0. The value obtained for the gap between HOMO and LUMO is 9.40 eV. Its total energy is -244.55257 a.u. The energy above the lowest of the compared OMol25 structures with the same formula, charge and spin comes out at 3.341 eV.

Atom charges from the Mulliken analysis, given in e for atoms 1 to 4: -0.69, 0.44, 0.24, 0.27